[1]
This record from OMol25 describes a cluster of 9 separate species, C18H58N4O9 in total in a non-equilibrium geometry. The level of theory is wB97M-V/def2-TZVPD.

DFT total energy: -43992.55418 eV

Bonds (Å) are listed after each position.
Element x y z (Å)
1 O -2.0594 -1.6699 1.2958  H2 0.975, H3 0.971
2 H -2.3081 -0.8549 1.7705  O1 0.975
3 H -1.5150 -1.3463 0.5592  O1 0.971
4 O 1.5447 -1.9415 -2.7516  H5 0.967, H6 0.970
5 H 1.9438 -2.8034 -2.9341  O4 0.967
6 H 1.4679 -1.5131 -3.6186  O4 0.970
7 O -0.0541 -1.1844 -0.5881  H8 0.965, H9 0.971
8 H 0.5663 -0.5006 -0.3070  O7 0.965
9 H 0.4592 -1.7273 -1.2076  O7 0.971
10 O 3.5638 -0.0836 -2.2126  H11 0.977, H12 0.971
11 H 2.8674 -0.7687 -2.2265  O10 0.977
12 H 3.8523 -0.0255 -1.2871  O10 0.971
13 C 0.8321 2.2569 -2.3361  C14 1.532, H19 1.095, H20 1.089, H21 1.095
14 C 1.9678 3.0534 -2.9855  C13 1.532, C15 1.531, N18 1.485, H22 1.090
15 C 2.9614 3.5551 -1.9336  C14 1.531, O16 1.403, H23 1.097, H24 1.104
16 O 3.9584 4.2998 -2.5824  C15 1.403, C17 1.411
17 C 4.8503 4.9630 -1.7124  O16 1.411, H25 1.097, H26 1.089, H27 1.088
18 N 2.6325 2.0846 -3.8944  C14 1.485, H28 1.017, H29 1.025
19 H 1.0904 1.5632 -1.5289  C13 1.095
20 H 0.2925 1.6525 -3.0633  C13 1.089
21 H 0.0965 2.9046 -1.8488  C13 1.095
22 H 1.6357 3.8883 -3.6023  C14 1.090
23 H 3.4362 2.7380 -1.3764  C15 1.097
24 H 2.3747 4.1537 -1.2157  C15 1.104
25 H 5.4648 4.2196 -1.1906  C17 1.097
26 H 4.3460 5.6183 -1.0037  C17 1.089
27 H 5.5475 5.4875 -2.3625  C17 1.088
28 H 3.4540 2.5672 -4.2510  N18 1.017
29 H 2.9413 1.3062 -3.3039  N18 1.025
30 C -2.1713 -9.1424 1.2391  C31 1.521, H36 1.097, H37 1.097, H38 1.088
31 C -2.2967 -7.6407 1.4444  C30 1.521, C32 1.514, N35 1.460, H39 1.092
32 C -1.3279 -6.9281 0.5241  C31 1.514, O33 1.415, H40 1.098, H41 1.099
33 O -1.3081 -5.5484 0.8378  C32 1.415, C34 1.394
34 C -0.7204 -4.7744 -0.1610  O33 1.394, H42 1.100, H43 1.101, H44 1.089
35 N -3.6972 -7.2659 1.2717  C31 1.460, H45 1.015, H46 1.019
36 H -1.3695 -9.6235 1.8127  C30 1.097
37 H -1.8860 -9.3952 0.2107  C30 1.097
38 H -3.0510 -9.7183 1.5178  C30 1.088
39 H -2.0346 -7.4267 2.4822  C31 1.092
40 H -1.5869 -7.0642 -0.5343  C32 1.098
41 H -0.3084 -7.3263 0.6187  C32 1.099
42 H -1.3108 -4.7329 -1.0884  C34 1.100
43 H 0.2625 -5.1836 -0.4427  C34 1.101
44 H -0.5856 -3.7377 0.1440  C34 1.089
45 H -4.0340 -7.3560 0.3182  N35 1.015
46 H -3.7696 -6.2695 1.4741  N35 1.019
47 C -1.4005 5.2611 -2.1430  C48 1.528, H53 1.095, H54 1.089, H55 1.099
48 C -2.3296 5.0985 -0.9411  C47 1.528, C49 1.512, N52 1.477, H56 1.092
49 C -2.1353 3.7593 -0.2656  C48 1.512, O50 1.407, H57 1.098, H58 1.104
50 O -2.4909 2.7084 -1.1302  C49 1.407, C51 1.415
51 C -2.1884 1.4384 -0.5849  O50 1.415, H59 1.094, H60 1.095, H61 1.087
52 N -2.1185 6.2050 0.0143  C48 1.477, H62 1.014, H63 1.012
53 H -0.3414 5.0963 -1.9196  C47 1.095
54 H -1.4885 6.2022 -2.6848  C47 1.089
55 H -1.5863 4.4660 -2.8787  C47 1.099
56 H -3.3530 5.2045 -1.3080  C48 1.092
57 H -2.7180 3.6330 0.6568  C49 1.098
58 H -1.0713 3.6457 0.0046  C49 1.104
59 H -2.8156 1.3034 0.3018  C51 1.094
60 H -1.1140 1.3962 -0.3799  C51 1.095
61 H -2.4171 0.6312 -1.2765  C51 1.087
62 H -1.1973 6.1658 0.4372  N52 1.014
63 H -2.1421 7.0504 -0.5415  N52 1.012
64 C 0.0714 0.1205 3.3015  C65 1.519, H70 1.095, H71 1.095, H72 1.087
65 C -0.3663 1.4103 2.6295  C64 1.519, C66 1.536, N69 1.472, H73 1.093
66 C -1.8289 1.7702 2.9304  C65 1.536, O67 1.418, H74 1.096, H75 1.099
67 O -2.7231 0.8380 2.3446  C66 1.418, C68 1.415
68 C -4.0603 1.1742 2.6613  O67 1.415, H76 1.092, H77 1.088, H78 1.099
69 N 0.5153 2.5171 3.0346  C65 1.472, H79 1.015, H80 1.018
70 H -0.6683 -0.6670 3.1265  C64 1.095
71 H 0.0457 0.1836 4.3942  C64 1.095
72 H 1.0417 -0.2453 2.9742  C64 1.087
73 H -0.1737 1.3242 1.5570  C65 1.093
74 H -2.0541 2.7889 2.5934  C66 1.096
75 H -1.9712 1.7390 4.0202  C66 1.099
76 H -4.2702 1.1214 3.7315  C68 1.092
77 H -4.7414 0.5623 2.0736  C68 1.088
78 H -4.2660 2.2014 2.3303  C68 1.099
79 H 0.4094 2.8479 3.9882  N69 1.015
80 H 0.2446 3.3145 2.4616  N69 1.018
81 C 3.8532 -2.4078 0.1818  C82 1.509, H84 1.087, H85 1.092, H86 1.089
82 C 3.1440 -1.5152 1.1710  C81 1.509, O83 1.446, H87 1.094, H88 1.092
83 O 3.1354 -0.1697 0.6402  C82 1.446, H89 0.964
84 H 3.2649 -2.6459 -0.7012  C81 1.087
85 H 4.0736 -3.3736 0.6413  C81 1.092
86 H 4.7842 -1.9395 -0.1338  C81 1.089
87 H 3.7119 -1.4782 2.1048  C82 1.094
88 H 2.1501 -1.8876 1.4290  C82 1.092
89 H 2.5706 0.3920 1.1835  O83 0.964

Mulliken analysis output, partial charges in e:
1. O -0.583
2. H 0.354
3. H 0.355
4. O -0.649
5. H 0.261
6. H 0.264
7. O -0.307
8. H 0.152
9. H 0.215
10. O -0.692
11. H 0.322
12. H 0.287
13. C -0.634
14. C 0.502
15. C -0.414
16. O -0.334
17. C -0.759
18. N -0.833
19. H 0.054
20. H 0.464
21. H -0.342
22. H 0.390
23. H 0.126
24. H 0.377
25. H 0.292
26. H 0.285
27. H 0.264
28. H 0.343
29. H 0.341
30. C -1.462
31. C 0.546
32. C -0.865
33. O -0.236
34. C -0.603
35. N -0.751
36. H 0.350
37. H 0.310
38. H 0.416
39. H 0.290
40. H 0.389
41. H 0.380
42. H 0.320
43. H 0.312
44. H 0.050
45. H 0.242
46. H 0.280
47. C -1.285
48. C 0.476
49. C -0.164
50. O -0.467
51. C 0.227
52. N -0.752
53. H 0.164
54. H 0.450
55. H 0.325
56. H 0.250
57. H 0.177
58. H 0.033
59. H 0.122
60. H -0.342
61. H 0.299
62. H 0.242
63. H 0.293
64. C -1.453
65. C 1.916
66. C -1.040
67. O -0.363
68. C -0.912
69. N -0.752
70. H 0.328
71. H 0.425
72. H 0.184
73. H -0.628
74. H 0.287
75. H 0.458
76. H 0.306
77. H 0.290
78. H 0.323
79. H 0.289
80. H 0.237
81. C -1.344
82. C 0.087
83. O -0.465
84. H 0.129
85. H 0.420
86. H 0.355
87. H 0.390
88. H 0.214
89. H 0.206

***

[2]
This record from OMol25 describes a cluster of 11 separate species, C18H58O11 in total in a non-equilibrium geometry. The level of theory is wB97M-V/def2-TZVPD.

DFT total energy: -42124.45540 eV

Bonds (Å) are listed after each position.
Element x y z (Å)
1 O 9.1083 -1.5394 7.3430  H2 0.957, H3 0.957
2 H 9.5976 -2.3334 7.5584  O1 0.957
3 H 8.1939 -1.7684 7.5095  O1 0.957
4 O 13.1994 4.8402 12.1222  H5 0.957, H6 0.957
5 H 13.4599 4.8886 11.2024  O4 0.957
6 H 12.8768 3.9459 12.2335  O4 0.957
7 C 8.3125 -2.9562 13.0021  C8 1.552, H10 1.090, H11 1.090, H12 1.090
8 C 7.6698 -3.6749 14.2187  C7 1.552, O9 1.406, H13 1.090, H14 1.090
9 O 6.2720 -3.5794 14.0960  C8 1.406, H15 0.960
10 H 8.1797 -3.5163 12.0765  C7 1.090
11 H 9.3413 -2.7466 13.2949  C7 1.090
12 H 7.7600 -2.0245 12.8806  C7 1.090
13 H 7.9708 -3.2691 15.1845  C8 1.090
14 H 7.9333 -4.7326 14.2142  C8 1.090
15 H 6.1492 -2.6282 14.0554  O9 0.960
16 C 13.1797 -0.5021 4.5648  C17 1.558, H19 1.090, H20 1.090, H21 1.090
17 C 13.5183 -0.2581 6.0654  C16 1.558, O18 1.399, H22 1.090, H23 1.090
18 O 12.6784 0.6631 6.7008  C17 1.399, H24 0.960
19 H 12.1640 -0.8748 4.4325  C16 1.090
20 H 13.8607 -1.2822 4.2246  C16 1.090
21 H 13.2899 0.3599 3.9069  C16 1.090
22 H 14.5820 -0.0227 6.1010  C17 1.090
23 H 13.3530 -1.1567 6.6598  C17 1.090
24 H 11.8685 0.1760 6.8693  O18 0.960
25 C 17.0991 -2.3391 11.9620  C26 1.532, H28 1.090, H29 1.090, H30 1.090
26 C 16.0601 -1.4170 12.6070  C25 1.532, O27 1.398, H31 1.090, H32 1.090
27 O 15.4781 -2.2415 13.5744  C26 1.398, H33 0.960
28 H 16.7810 -3.0434 11.1933  C25 1.090
29 H 17.7538 -2.8357 12.6781  C25 1.090
30 H 17.7779 -1.7475 11.3476  C25 1.090
31 H 15.4992 -1.0691 11.7395  C26 1.090
32 H 16.4972 -0.6029 13.1850  C26 1.090
33 H 16.1091 -2.4494 14.2674  O27 0.960
34 C 13.6886 1.7862 16.0900  C35 1.521, H37 1.090, H38 1.090, H39 1.090
35 C 14.9119 1.8219 16.9933  C34 1.521, O36 1.382, H40 1.090, H41 1.090
36 O 15.6432 2.9845 16.8392  C35 1.382, H42 0.960
37 H 14.0164 2.2891 15.1802  C34 1.090
38 H 12.8863 2.4447 16.4227  C34 1.090
39 H 13.2518 0.7960 15.9607  C34 1.090
40 H 15.5918 0.9912 16.8038  C35 1.090
41 H 14.7172 1.6176 18.0461  C35 1.090
42 H 15.4115 3.6059 17.5333  O36 0.960
43 C 9.0764 2.3357 11.9092  C44 1.496, H46 1.090, H47 1.090, H48 1.090
44 C 10.0717 1.5474 11.1183  C43 1.496, O45 1.457, H49 1.090, H50 1.090
45 O 11.3991 1.6040 11.7158  C44 1.457, H51 0.960
46 H 8.9175 1.7936 12.8414  C43 1.090
47 H 8.1284 2.4498 11.3835  C43 1.090
48 H 9.4633 3.3238 12.1583  C43 1.090
49 H 10.1845 2.1092 10.1911  C44 1.090
50 H 9.7591 0.5328 10.8713  C44 1.090
51 H 11.7992 0.7314 11.7179  O45 0.960
52 C 8.4294 3.4012 6.2617  C53 1.524, H55 1.090, H56 1.090, H57 1.090
53 C 9.6372 4.0764 5.6221  C52 1.524, O54 1.411, H58 1.090, H59 1.090
54 O 10.3162 3.0934 4.8722  C53 1.411, H60 0.960
55 H 7.9964 4.0908 6.9864  C52 1.090
56 H 8.6607 2.4722 6.7829  C52 1.090
57 H 7.6485 3.2540 5.5156  C52 1.090
58 H 10.3273 4.3756 6.4110  C53 1.090
59 H 9.4179 5.0268 5.1355  C53 1.090
60 H 10.7566 2.4912 5.4764  O54 0.960
61 C 16.0243 5.9409 7.7209  C62 1.501, H64 1.090, H65 1.090, H66 1.090
62 C 15.4371 4.5689 7.5576  C61 1.501, O63 1.385, H67 1.090, H68 1.090
63 O 14.4132 4.3157 8.4558  C62 1.385, H69 0.960
64 H 16.9977 6.0797 7.2504  C61 1.090
65 H 16.0338 6.2139 8.7761  C61 1.090
66 H 15.3870 6.7050 7.2758  C61 1.090
67 H 16.2545 3.8833 7.7812  C62 1.090
68 H 15.1456 4.3399 6.5326  C62 1.090
69 H 13.8918 3.5539 8.1923  O63 0.960
70 C 9.7970 7.9986 16.0150  C71 1.480, H73 1.090, H74 1.090, H75 1.090
71 C 10.3602 7.5806 14.7111  C70 1.480, O72 1.397, H76 1.090, H77 1.090
72 O 11.6598 7.1293 14.9543  C71 1.397, H78 0.960
73 H 9.4783 7.1502 16.6205  C70 1.090
74 H 8.9246 8.6034 15.7678  C70 1.090
75 H 10.4664 8.5846 16.6447  C70 1.090
76 H 10.2756 8.3479 13.9416  C71 1.090
77 H 9.7042 6.7731 14.3861  C71 1.090
78 H 11.9758 6.5508 14.2564  O72 0.960
79 C 4.8829 -0.1624 9.0050  C80 1.511, H82 1.090, H83 1.090, H84 1.090
80 C 4.6579 -1.6516 9.1234  C79 1.511, O81 1.397, H85 1.090, H86 1.090
81 O 5.5624 -2.2226 8.2244  C80 1.397, H87 0.960
82 H 5.9435 0.0597 9.1232  C79 1.090
83 H 4.3181 0.4562 9.7024  C79 1.090
84 H 4.5509 0.3310 8.0916  C79 1.090
85 H 3.5928 -1.7813 8.9312  C80 1.090
86 H 4.9302 -1.9854 10.1247  C80 1.090
87 H 5.0551 -2.6233 7.5147  O81 0.960

Mulliken analysis output, partial charges in e:
1. O -0.575
2. H 0.292
3. H 0.288
4. O -0.617
5. H 0.303
6. H 0.321
7. C -0.815
8. C -0.324
9. O -0.501
10. H 0.260
11. H 0.293
12. H 0.246
13. H 0.272
14. H 0.278
15. H 0.293
16. C -1.002
17. C -0.350
18. O -0.400
19. H 0.267
20. H 0.373
21. H 0.280
22. H 0.283
23. H 0.302
24. H 0.232
25. C -1.031
26. C -0.139
27. O -0.536
28. H 0.264
29. H 0.316
30. H 0.339
31. H 0.251
32. H 0.229
33. H 0.309
34. C -0.890
35. C -0.306
36. O -0.524
37. H 0.247
38. H 0.320
39. H 0.312
40. H 0.226
41. H 0.307
42. H 0.309
43. C -1.096
44. C -0.050
45. O -0.471
46. H 0.280
47. H 0.331
48. H 0.276
49. H 0.113
50. H 0.362
51. H 0.257
52. C -0.866
53. C -0.254
54. O -0.496
55. H 0.316
56. H 0.249
57. H 0.266
58. H 0.191
59. H 0.323
60. H 0.279
61. C -1.134
62. C -0.123
63. O -0.475
64. H 0.339
65. H 0.293
66. H 0.289
67. H 0.240
68. H 0.294
69. H 0.273
70. C -1.034
71. C -0.072
72. O -0.502
73. H 0.271
74. H 0.312
75. H 0.291
76. H 0.270
77. H 0.181
78. H 0.271
79. C -1.013
80. C -0.136
81. O -0.483
82. H 0.202
83. H 0.366
84. H 0.310
85. H 0.294
86. H 0.174
87. H 0.289

***

Let's list HOMO level in order: -8.67, -9.87 eV.
Let's list energy relative to the best compared isomer or geometry (same formula, charge and spin) in order: 0.0, 118.0 kcal/mol.